(1)
{"formula": "C37H33Cl2MnN6O5S", "method": "ωB97M-V with the def2-TZVPD basis set", "elements": ["Mn", "Cl", "C", "C", "C", "Cl", "C", "C", "C", "C", "N", "C", "C", "O", "H", "H", "H", "H", "C", "O", "C", "C", "C", "C", "C", "C", "N", "C", "N", "C", "C", "C", "C", "C", "C", "O", "C", "N", "C", "C", "C", "C", "C", "C", "O", "C", "H", "H", "H", "H", "H", "H", "H", "H", "H", "H", "H", "H", "H", "H", "H", "H", "H", "H", "H", "H", "H", "H", "C", "C", "O", "H", "H", "H", "S", "C", "N", "C", "C", "C", "N", "H", "H", "H", "H"], "positions_angstrom": [[-0.56, -1.41, 1.05], [-3.91, -2.78, 4.45], [-2.68, -1.59, 4.63], [-2.47, -1.00, 5.87], [-1.53, -0.02, 6.03], [-1.32, 0.70, 7.59], [-0.72, 0.41, 4.96], [0.25, 1.43, 5.03], [0.99, 1.72, 3.91], [0.81, 0.98, 2.74], [-0.09, 0.00, 2.64], [-0.88, -0.26, 3.71], [-1.91, -1.25, 3.50], [-2.06, -1.78, 2.34], [-3.07, -1.32, 6.72], [0.39, 1.97, 5.95], [1.73, 2.51, 3.92], [1.41, 1.16, 1.86], [-0.99, -0.49, -4.77], [0.04, 0.48, -4.74], [-0.34, 1.78, -4.49], [0.02, 2.71, -5.46], [-0.30, 4.04, -5.35], [-1.00, 4.47, -4.23], [-1.33, 3.57, -3.24], [-0.99, 2.22, -3.33], [-1.40, 1.40, -2.26], [-0.72, 0.43, -1.55], [0.48, 0.08, -2.05], [1.52, -0.77, -1.68], [1.45, -1.92, -0.90], [2.64, -2.61, -0.62], [3.85, -2.19, -1.13], [3.92, -1.07, -1.95], [2.77, -0.36, -2.23], [2.72, 0.77, -3.02], [3.83, 1.04, -3.83], [-1.23, -0.03, -0.45], [-2.57, 0.30, -0.12], [-2.84, 1.02, 1.03], [-4.14, 1.33, 1.39], [-5.19, 0.92, 0.58], [-4.94, 0.23, -0.59], [-3.64, -0.08, -0.96], [-3.30, -0.71, -2.13], [-4.32, -0.92, -3.08], [-0.50, -1.43, -5.05], [-1.74, -0.24, -5.52], [-1.47, -0.61, -3.79], [0.55, 2.34, -6.33], [-0.03, 4.74, -6.13], [-1.29, 5.51, -4.13], [-1.85, 3.91, -2.36], [-2.14, 1.82, -1.72], [0.81, 0.69, -2.80], [2.57, -3.50, -0.01], [4.76, -2.72, -0.88], [4.87, -0.76, -2.34], [3.53, 1.87, -4.47], [4.09, 0.18, -4.45], [4.71, 1.34, -3.24], [-2.02, 1.34, 1.65], [-4.34, 1.89, 2.29], [-6.21, 1.15, 0.85], [-5.76, -0.08, -1.21], [-3.84, -1.32, -3.97], [-4.80, 0.03, -3.33], [-5.07, -1.63, -2.73], [-0.77, -3.05, -1.47], [0.18, -2.52, -0.40], [0.17, -3.10, 0.75], [-0.50, -4.09, -1.68], [-0.68, -2.47, -2.39], [-1.81, -3.03, -1.12], [2.78, -1.36, 2.10], [3.71, -1.00, 3.42], [3.87, -2.00, 4.39], [4.75, -1.87, 5.41], [5.46, -0.72, 5.53], [5.21, 0.29, 4.57], [4.37, 0.15, 3.57], [3.32, -2.84, 4.25], [4.85, -2.71, 6.09], [6.19, -0.58, 6.31], [5.72, 1.24, 4.62]], "s_squared": 6.32, "multiplicity": 5, "orbital_gap_ev": [6.53, 6.19], "relative_energy_ev": 0.000}


(2)
{"formula": "C37H33F7N3O2PSn", "method": "ωB97M-V with the def2-TZVPD basis set", "elements": ["Sn", "C", "C", "N", "C", "C", "C", "C", "N", "C", "C", "F", "C", "F", "C", "C", "F", "C", "F", "H", "H", "H", "H", "H", "H", "H", "H", "H", "H", "H", "H", "H", "H", "H", "O", "C", "O", "C", "C", "C", "C", "C", "C", "P", "C", "C", "C", "C", "C", "C", "C", "C", "C", "C", "C", "C", "H", "H", "H", "H", "H", "H", "H", "H", "H", "H", "H", "H", "H", "H", "F", "C", "F", "F", "C", "C", "C", "N", "C", "C", "H", "H", "H", "H"], "positions_angstrom": [[-0.56, 0.17, -1.06], [-1.28, -2.42, -3.69], [-0.16, -2.87, -2.77], [-0.40, -2.55, -1.36], [-1.52, -3.35, -0.82], [-2.80, -2.55, -0.56], [0.82, -2.82, -0.59], [2.03, -1.96, -0.95], [1.66, -0.64, -1.41], [2.64, 0.16, -1.86], [2.28, 1.22, -2.73], [0.95, 1.36, -3.03], [3.19, 2.07, -3.32], [2.75, 3.03, -4.16], [4.54, 1.94, -3.08], [4.93, 0.94, -2.21], [6.24, 0.80, -1.92], [4.03, 0.07, -1.62], [4.54, -0.87, -0.78], [-1.02, -2.68, -4.71], [-1.41, -1.34, -3.63], [-2.22, -2.91, -3.45], [0.75, -2.36, -3.05], [0.00, -3.96, -2.87], [-1.22, -3.81, 0.12], [-1.76, -4.16, -1.52], [-2.59, -1.72, 0.12], [-3.53, -3.20, -0.09], [-3.23, -2.16, -1.48], [1.11, -3.88, -0.69], [0.56, -2.61, 0.45], [2.62, -2.45, -1.73], [2.66, -1.92, -0.05], [5.26, 2.59, -3.55], [-1.43, 3.53, 1.05], [-1.34, 2.37, 1.40], [-1.58, 1.35, 0.66], [-0.87, 2.05, 2.79], [-1.17, 2.92, 3.82], [-0.72, 2.68, 5.11], [0.07, 1.57, 5.36], [0.39, 0.70, 4.34], [-0.09, 0.92, 3.05], [0.35, -0.33, 1.78], [-0.49, -1.74, 2.60], [-1.83, -1.52, 2.92], [-2.63, -2.55, 3.37], [-2.10, -3.82, 3.53], [-0.77, -4.05, 3.23], [0.03, -3.02, 2.75], [2.16, -0.31, 2.10], [2.74, 0.87, 1.64], [4.09, 1.10, 1.77], [4.91, 0.13, 2.33], [4.35, -1.06, 2.76], [2.98, -1.28, 2.66], [-1.75, 3.80, 3.59], [-0.98, 3.35, 5.91], [0.44, 1.38, 6.36], [1.03, -0.15, 4.52], [-2.25, -0.53, 2.80], [-3.67, -2.37, 3.59], [-2.72, -4.63, 3.88], [-0.34, -5.03, 3.35], [1.05, -3.23, 2.49], [2.09, 1.63, 1.20], [4.52, 2.04, 1.43], [5.97, 0.30, 2.42], [4.98, -1.83, 3.19], [2.58, -2.20, 3.05], [-5.40, 4.47, -5.01], [-4.91, 4.82, -3.81], [-5.93, 4.75, -2.94], [-4.58, 6.12, -3.90], [-3.75, 3.97, -3.38], [-3.47, 2.77, -4.01], [-2.44, 2.00, -3.49], [-1.72, 2.37, -2.44], [-1.96, 3.54, -1.87], [-2.98, 4.38, -2.30], [-4.03, 2.43, -4.87], [-2.17, 1.05, -3.94], [-1.36, 3.78, -1.01], [-3.18, 5.31, -1.80]], "orbital_gap_ev": 7.33, "relative_energy_ev": 1.228}


(3)
{"formula": "C37H33N5O2RuSTe", "method": "ωB97M-V with the def2-TZVPD basis set", "elements": ["Ru", "C", "C", "N", "N", "C", "N", "S", "C", "C", "C", "C", "C", "N", "H", "H", "H", "H", "H", "H", "H", "H", "H", "C", "C", "C", "C", "C", "O", "C", "C", "C", "C", "C", "C", "C", "O", "C", "C", "C", "N", "C", "C", "Te", "C", "C", "C", "C", "C", "C", "C", "C", "C", "C", "C", "C", "H", "H", "H", "H", "H", "H", "H", "H", "H", "H", "H", "H", "H", "H", "H", "H", "H", "H", "H", "H", "H", "H", "H", "H"], "positions_angstrom": [[1.45, -1.36, 0.50], [1.83, -5.55, -0.60], [1.39, -4.19, -0.19], [2.08, -3.40, 0.55], [3.25, -3.89, 1.07], [4.08, -2.92, 1.31], [5.24, -3.17, 1.93], [3.77, -1.28, 0.80], [0.09, -3.63, -0.60], [-0.62, -4.03, -1.71], [-1.79, -3.36, -2.02], [-2.25, -2.38, -1.17], [-1.49, -2.05, -0.07], [-0.32, -2.63, 0.21], [2.48, -5.97, 0.16], [2.41, -5.48, -1.52], [0.98, -6.21, -0.77], [5.47, -4.11, 2.18], [5.93, -2.45, 2.02], [-0.24, -4.83, -2.33], [-2.33, -3.60, -2.93], [-3.18, -1.86, -1.37], [-1.82, -1.29, 0.64], [-2.32, 4.16, -1.23], [-1.57, 2.86, -1.20], [-1.61, 1.97, -2.27], [-0.91, 0.76, -2.29], [-1.04, -0.18, -3.44], [-0.17, -0.99, -3.71], [-2.29, -0.14, -4.27], [-3.55, 0.04, -3.70], [-4.69, 0.00, -4.49], [-4.57, -0.21, -5.86], [-3.32, -0.41, -6.43], [-2.19, -0.39, -5.63], [-0.10, 0.44, -1.19], [0.67, -0.66, -1.14], [-0.13, 1.30, -0.08], [-0.82, 2.49, -0.08], [0.76, 0.77, 0.98], [2.06, 0.73, 0.81], [2.74, 1.42, -0.30], [3.50, 2.63, 0.26], [4.14, 2.55, 2.31], [2.29, 3.16, 3.13], [1.97, 2.68, 4.40], [0.77, 3.03, 5.00], [-0.13, 3.86, 4.34], [0.19, 4.34, 3.08], [1.39, 4.00, 2.47], [0.24, 0.21, 2.23], [-1.10, 0.39, 2.61], [-1.59, -0.22, 3.74], [-0.76, -1.04, 4.52], [0.56, -1.22, 4.17], [1.08, -0.58, 3.04], [-2.86, 4.29, -2.17], [-1.64, 5.01, -1.11], [-3.04, 4.22, -0.41], [-2.19, 2.24, -3.14], [-3.64, 0.20, -2.63], [-5.67, 0.13, -4.04], [-5.46, -0.23, -6.48], [-3.23, -0.59, -7.49], [-1.21, -0.56, -6.06], [-0.77, 3.14, 0.79], [2.03, 1.77, -1.05], [3.42, 0.71, -0.77], [2.85, 3.50, 0.21], [4.41, 2.83, -0.31], [2.66, 2.04, 4.93], [0.53, 2.66, 5.99], [-1.07, 4.13, 4.80], [-0.49, 5.01, 2.56], [1.63, 4.42, 1.50], [-1.75, 1.01, 2.00], [-2.62, -0.07, 4.03], [-1.16, -1.53, 5.40], [1.21, -1.83, 4.77], [2.15, -0.60, 2.86]], "total_charge": 1, "s_squared": 0.76, "multiplicity": 2, "orbital_gap_ev": [5.79, 5.75], "relative_energy_ev": 0.000}


(4)
{"formula": "C37H34BrN4O2S2Sc", "method": "ωB97M-V with the def2-TZVPD basis set", "elements": ["Sc", "C", "N", "C", "C", "N", "C", "C", "C", "C", "C", "C", "C", "S", "C", "C", "C", "C", "C", "C", "S", "H", "H", "H", "H", "H", "H", "H", "H", "H", "H", "H", "H", "H", "H", "H", "H", "H", "H", "C", "O", "C", "C", "C", "Br", "C", "C", "C", "O", "C", "N", "C", "C", "C", "C", "C", "C", "N", "H", "H", "H", "H", "H", "H", "H", "H", "H", "H", "H", "C", "C", "C", "C", "C", "C", "C", "H", "H", "H", "H", "H"], "positions_angstrom": [[-7.08, 16.26, 6.32], [-3.11, 17.06, 11.80], [-4.21, 17.58, 10.99], [-5.17, 16.65, 10.55], [-5.58, 16.81, 9.07], [-5.89, 15.56, 8.28], [-6.89, 14.70, 8.93], [-4.82, 14.78, 7.67], [-4.47, 13.50, 8.05], [-3.46, 12.78, 7.46], [-2.73, 13.32, 6.44], [-3.01, 14.61, 6.03], [-4.08, 15.31, 6.52], [-4.51, 16.82, 5.67], [-4.17, 18.95, 10.61], [-2.95, 19.49, 10.27], [-2.86, 20.77, 9.74], [-3.96, 21.58, 9.66], [-5.17, 21.20, 10.19], [-5.33, 19.82, 10.62], [-7.03, 19.23, 10.94], [-3.18, 17.17, 12.89], [-2.16, 17.56, 11.52], [-2.96, 15.94, 11.59], [-6.04, 16.71, 11.24], [-4.71, 15.61, 10.72], [-4.82, 17.40, 8.52], [-6.52, 17.45, 8.99], [-6.55, 14.10, 9.75], [-7.38, 13.94, 8.24], [-7.69, 15.31, 9.32], [-4.78, 13.10, 9.03], [-3.16, 11.81, 7.81], [-1.86, 12.73, 6.01], [-2.44, 15.07, 5.20], [-2.09, 18.87, 10.38], [-1.90, 21.04, 9.28], [-3.91, 22.54, 9.15], [-6.07, 21.81, 10.20], [-8.31, 18.24, 3.95], [-8.16, 18.01, 5.37], [-9.12, 18.50, 6.26], [-9.82, 19.67, 5.93], [-10.89, 19.96, 6.74], [-11.95, 21.52, 6.36], [-11.16, 19.28, 7.90], [-10.43, 18.07, 8.21], [-9.23, 17.75, 7.46], [-8.34, 16.83, 7.80], [-10.88, 17.26, 9.31], [-11.92, 17.61, 10.16], [-11.94, 16.71, 11.09], [-12.93, 16.51, 12.08], [-12.92, 15.33, 12.86], [-12.00, 14.30, 12.57], [-11.06, 14.41, 11.44], [-11.04, 15.62, 10.77], [-10.37, 16.07, 9.64], [-8.27, 19.31, 3.69], [-9.24, 17.75, 3.59], [-7.36, 17.88, 3.54], [-9.52, 20.23, 5.04], [-12.05, 19.44, 8.54], [-7.09, 19.82, 12.20], [-13.62, 17.29, 12.28], [-13.66, 15.15, 13.61], [-12.01, 13.39, 13.17], [-10.48, 13.58, 11.03], [-9.60, 15.67, 9.16], [-7.81, 14.70, 5.44], [-8.28, 13.53, 4.98], [-9.74, 13.25, 5.08], [-10.20, 12.13, 4.46], [-9.48, 11.28, 3.69], [-8.09, 11.63, 3.47], [-7.48, 12.73, 4.08], [-10.47, 14.00, 5.51], [-11.21, 11.78, 4.72], [-9.86, 10.34, 3.21], [-7.49, 10.95, 2.78], [-6.44, 12.82, 3.91]], "total_charge": -2, "orbital_gap_ev": [4.57, 2.67]}


(5)
{"formula": "C37H34FTi", "method": "ωB97M-V with the def2-TZVPD basis set", "elements": ["C", "C", "C", "C", "C", "Ti", "C", "C", "C", "C", "C", "C", "C", "C", "C", "C", "C", "C", "C", "C", "C", "C", "C", "C", "C", "H", "H", "H", "H", "H", "H", "H", "H", "H", "H", "H", "H", "H", "H", "H", "H", "H", "H", "H", "H", "H", "H", "H", "H", "F", "C", "C", "C", "C", "C", "C", "C", "C", "C", "C", "C", "C", "C", "H", "H", "H", "H", "H", "H", "H", "H", "H", "H"], "positions_angstrom": [[-1.20, -4.66, 1.39], [-1.21, -4.02, 2.64], [-0.68, -2.74, 2.76], [0.04, -2.15, 1.70], [1.13, -1.23, 2.21], [-1.43, -0.65, -2.10], [-2.01, 1.03, -0.83], [-2.31, 2.34, -1.48], [-2.42, 3.46, -0.63], [-2.68, 4.73, -1.14], [-2.84, 4.90, -2.52], [-2.75, 3.79, -3.38], [-2.50, 2.52, -2.87], [-2.41, -2.54, -2.95], [-2.86, -2.39, -1.59], [-3.70, -1.22, -1.54], [-3.74, -0.64, -2.85], [-2.94, -1.43, -3.72], [0.44, -1.68, -2.82], [0.83, -0.57, -1.98], [0.47, 0.64, -2.67], [-0.13, 0.29, -3.91], [-0.15, -1.13, -4.00], [0.08, -2.82, 0.46], [-0.60, -4.04, 0.30], [-1.66, -5.65, 1.27], [-1.61, -4.52, 3.54], [-0.73, -2.28, 3.75], [0.82, -0.83, 3.19], [1.85, -2.00, 2.55], [-2.84, 0.73, -0.16], [-1.14, 1.13, -0.17], [-2.29, 3.30, 0.44], [-2.75, 5.58, -0.46], [-3.04, 5.89, -2.93], [-2.88, 3.92, -4.46], [-2.44, 1.66, -3.54], [-1.85, -3.38, -3.35], [-2.66, -3.07, -0.78], [-4.23, -0.87, -0.67], [-4.35, 0.21, -3.16], [-2.85, -1.29, -4.79], [0.62, -2.72, -2.61], [1.38, -0.65, -1.06], [0.69, 1.65, -2.33], [-0.39, 0.98, -4.71], [-0.46, -1.70, -4.88], [0.66, -2.47, -0.38], [-0.64, -4.51, -0.69], [1.95, 4.25, 3.88], [1.54, 3.49, 2.80], [0.95, 4.10, 1.70], [0.63, 3.30, 0.59], [0.95, 1.93, 0.62], [1.57, 1.31, 1.73], [2.04, -0.20, 1.65], [3.40, -0.42, 2.42], [4.49, -1.05, 1.79], [5.57, -1.49, 2.57], [5.56, -1.28, 3.95], [4.47, -0.68, 4.59], [3.36, -0.33, 3.82], [1.78, 2.12, 2.85], [0.70, 5.16, 1.74], [0.17, 3.75, -0.29], [0.70, 1.32, -0.26], [2.26, -0.42, 0.61], [4.49, -1.22, 0.71], [6.41, -2.03, 2.12], [6.38, -1.61, 4.58], [4.42, -0.54, 5.67], [2.41, -0.05, 4.30], [2.19, 1.72, 3.78]], "total_charge": -1, "orbital_gap_ev": 3.99}


(6)
{"formula": "C37H34IN6O5S4Y", "method": "ωB97M-V with the def2-TZVPD basis set", "elements": ["Y", "C", "C", "N", "N", "C", "N", "S", "C", "C", "C", "C", "C", "N", "H", "H", "H", "H", "H", "H", "H", "H", "H", "H", "C", "C", "N", "C", "C", "C", "O", "C", "C", "N", "C", "C", "C", "C", "C", "C", "I", "C", "O", "H", "H", "H", "H", "H", "H", "H", "H", "H", "H", "H", "H", "C", "O", "C", "O", "H", "H", "H", "O", "C", "C", "C", "C", "C", "S", "C", "C", "C", "C", "S", "C", "C", "C", "C", "S", "H", "H", "H", "H", "H", "H", "H", "H", "H"], "positions_angstrom": [[0.67, 0.00, 0.00], [0.39, 3.56, 3.42], [0.64, 2.25, 2.74], [1.16, 2.11, 1.58], [1.48, 3.21, 0.84], [2.40, 3.08, -0.16], [2.41, 4.11, -1.03], [3.49, 1.83, -0.19], [0.28, 0.99, 3.44], [-0.16, 1.00, 4.75], [-0.47, -0.21, 5.36], [-0.31, -1.38, 4.65], [0.12, -1.29, 3.33], [0.42, -0.14, 2.74], [0.82, 4.40, 2.87], [0.85, 3.56, 4.41], [-0.68, 3.73, 3.54], [0.93, 4.05, 0.91], [1.54, 4.55, -1.28], [3.06, 4.00, -1.80], [-0.28, 1.92, 5.30], [-0.83, -0.23, 6.38], [-0.53, -2.35, 5.08], [0.24, -2.19, 2.73], [3.79, -0.87, 3.17], [3.19, -2.13, 2.62], [3.27, -3.23, 3.34], [2.74, -4.37, 2.85], [2.14, -4.47, 1.62], [1.53, -5.76, 1.17], [0.10, -5.72, 1.14], [2.03, -3.30, 0.84], [1.47, -3.34, -0.50], [1.07, -2.33, -1.16], [0.58, -2.50, -2.47], [-0.28, -3.54, -2.83], [-0.74, -3.64, -4.13], [-0.36, -2.71, -5.09], [0.47, -1.66, -4.74], [0.93, -1.56, -3.44], [2.20, 0.00, -2.85], [2.53, -2.08, 1.36], [2.39, -0.96, 0.74], [3.96, -0.97, 4.23], [3.13, -0.02, 2.96], [4.73, -0.65, 2.67], [2.80, -5.24, 3.50], [1.78, -6.55, 1.87], [1.92, -6.05, 0.18], [-0.18, -4.94, 0.65], [1.43, -4.33, -0.98], [-0.60, -4.24, -2.08], [-1.40, -4.46, -4.39], [-0.72, -2.80, -6.10], [0.76, -0.92, -5.47], [-2.64, -3.06, 0.23], [-1.48, -2.29, -0.07], [-1.31, -1.07, 0.60], [-2.16, -0.75, 1.41], [-2.88, -3.64, -0.67], [-3.48, -2.42, 0.50], [-2.44, -3.74, 1.06], [-0.11, 1.67, -1.11], [-1.09, 2.38, -1.76], [-1.82, 1.51, -2.80], [-2.34, 0.27, -2.56], [-3.09, -0.25, -3.65], [-3.14, 0.61, -4.70], [-2.28, 2.05, -4.37], [-2.18, 2.82, -0.77], [-2.37, 2.32, 0.48], [-3.53, 2.83, 1.13], [-4.21, 3.71, 0.35], [-3.45, 3.92, -1.17], [-0.46, 3.61, -2.42], [-0.50, 4.92, -2.02], [0.31, 5.79, -2.80], [0.97, 5.12, -3.78], [0.61, 3.45, -3.76], [-2.23, -0.24, -1.62], [-3.56, -1.22, -3.65], [-3.63, 0.49, -5.65], [-1.73, 1.56, 0.91], [-3.85, 2.54, 2.12], [-5.11, 4.25, 0.58], [-1.13, 5.27, -1.21], [0.39, 6.85, -2.64], [1.65, 5.51, -4.52]], "orbital_gap_ev": 7.45, "relative_energy_ev": 0.345}


Number 1: energy -4604.08823 a.u.. Number 2: energy -2999.21019 a.u.. Number 3: energy -2614.84303 a.u.. Number 4: energy -5930.83655 a.u.. Number 5: energy -2379.57046 a.u.. Number 6: energy -4063.97963 a.u..